(1)
C21H31O4Sm as an isolated structure in a non-equilibrium geometry, computed with the ωB97M-V functional and the def2-TZVPD basis.

Summary:
Molar mass = 497.8 Da
Energy above the lowest of the compared OMol25 structures with the same formula, charge and spin = 131.3 kcal per mole
2S+1 = 6
Frontier orbital gap (alpha / beta) = 7.003 / 7.069 eV
DFT total energy = -48368.676 eV

CARTESIAN COORDINATES (ANGSTROEM)
O: -2.712 0.133 0.229
C: -3.097 -0.322 1.570
C: -4.589 -0.297 1.449
H: -2.759 0.396 2.323
H: -2.736 -1.341 1.734
C: -4.190 0.212 0.057
H: -5.007 0.424 2.141
H: -5.065 -1.272 1.550
C: -4.721 1.626 -0.152
H: -4.416 2.286 0.676
H: -5.825 1.555 -0.198
H: -4.324 2.031 -1.093
C: -4.641 -0.733 -1.039
H: -4.252 -1.751 -0.868
H: -4.257 -0.353 -1.990
H: -5.744 -0.753 -1.080
Sm: 1.239 0.333 -1.613
C: 2.969 -1.058 -3.003
C: 3.461 -1.206 -1.677
C: 2.532 -2.011 -0.957
H: 4.472 -0.963 -1.374
C: 1.443 -2.327 -1.824
C: 1.715 -1.724 -3.103
H: 1.120 -1.829 -3.999
H: 3.519 -0.631 -3.826
H: 2.695 -2.457 0.018
H: 0.590 -2.967 -1.597
C: 2.617 2.036 -2.725
C: 1.614 1.657 -3.666
C: 0.340 2.024 -3.160
H: 1.753 1.195 -4.627
C: 0.556 2.737 -1.941
C: 1.948 2.712 -1.643
H: 2.415 3.294 -0.860
H: 3.685 1.978 -2.893
H: -0.617 1.860 -3.646
H: -0.225 3.249 -1.399
O: -0.902 -0.477 2.832
C: -0.316 -1.049 1.510
C: -0.244 -2.523 1.956
H: 0.686 -0.596 1.340
H: -0.872 -0.865 0.592
C: 0.311 -2.399 3.415
H: 0.270 -3.257 1.334
H: -1.281 -2.896 2.023
C: 0.225 -0.840 3.644
H: 1.340 -2.764 3.534
H: -0.371 -2.977 4.036
H: 1.134 -0.346 3.215
H: 0.131 -0.506 4.681
C: 4.204 2.428 2.007
O: 3.226 2.182 0.985
C: 3.354 1.169 0.148
O: 4.355 0.477 0.222
H: 4.272 1.565 2.660
H: 3.806 3.294 2.528
H: 5.163 2.638 1.543



(2)
C21H32BCl20NbO4P as an isolated structure in a non-equilibrium geometry, computed with the ωB97M-V functional and the def2-TZVPD basis.

Summary:
Molar mass = 1192.2 Da
Total charge = -1
Frontier orbital gap = 5.753 eV
DFT total energy = -292438.109 eV

CARTESIAN COORDINATES (ANGSTROEM)
C: 5.538 -3.268 1.135
C: 5.163 -3.294 -0.446
O: 5.500 -2.065 -1.140
P: 4.354 -0.829 -0.851
O: 4.433 -0.354 0.615
C: 2.565 -1.374 -1.243
C: 1.573 -0.313 -0.514
C: 0.055 -0.705 -0.972
Nb: -1.499 -0.472 0.673
C: -2.742 0.847 -0.781
C: -4.064 -0.034 -1.099
C: -4.351 -0.706 -2.466
C: -5.664 -1.569 -2.596
C: -6.626 -1.723 -1.362
C: -6.341 -1.047 0.021
C: -7.248 -1.196 1.326
C: -5.049 -0.199 0.125
B: -0.469 1.340 1.636
C: -0.572 2.891 1.158
O: 0.351 1.082 2.830
O: 4.714 0.421 -1.960
C: 4.445 1.736 -1.403
C: 5.782 2.387 -0.791
H: 6.475 -2.633 1.265
H: 5.787 -4.352 1.441
H: 4.656 -2.939 1.792
H: 4.093 -3.658 -0.601
H: 5.843 -4.112 -0.902
H: 2.349 -1.403 -2.368
H: 2.359 -2.386 -0.724
H: 1.731 0.767 -0.861
H: 1.714 -0.467 0.607
H: -0.241 -0.186 -1.965
H: 0.108 -1.837 -1.236
H: -2.389 -1.954 0.060
H: -2.829 -0.295 1.899
H: -0.505 -1.565 1.768
H: -3.121 1.806 -0.256
H: -2.163 1.131 -1.723
H: -3.611 -0.601 -3.343
H: -5.910 -2.121 -3.582
H: -7.562 -2.382 -1.458
H: -7.389 -2.315 1.534
H: -8.217 -0.596 1.311
H: -6.615 -0.796 2.208
H: -4.806 0.296 1.136
H: -1.095 3.048 0.157
H: 0.495 3.339 1.178
H: -1.190 3.439 1.973
H: -0.119 0.311 3.241
H: 4.101 2.403 -2.264
H: 3.646 1.760 -0.589
H: 6.420 1.511 -0.397
H: 5.555 3.138 0.059
H: 6.303 2.938 -1.664
C: -10.860 -1.455 -1.997
Cl: -11.765 -0.225 -1.084
Cl: -10.968 -1.099 -3.735
Cl: -9.152 -1.437 -1.492
Cl: -11.557 -3.060 -1.678
C: -3.086 -0.631 5.247
Cl: -3.623 -1.604 6.637
Cl: -4.486 0.193 4.527
Cl: -1.905 0.579 5.794
Cl: -2.333 -1.688 4.038
C: 9.712 3.713 0.078
Cl: 10.051 4.186 1.756
Cl: 8.340 4.660 -0.537
Cl: 11.145 4.026 -0.927
Cl: 9.315 1.983 0.018
C: -5.933 -5.312 -5.349
Cl: -6.050 -3.956 -4.205
Cl: -6.173 -4.714 -7.005
Cl: -4.327 -6.061 -5.217
Cl: -7.182 -6.519 -4.969
C: 9.423 7.515 4.102
Cl: 8.093 8.462 4.804
Cl: 8.892 6.794 2.568
Cl: 10.816 8.578 3.807
Cl: 9.891 6.225 5.230



(3)
A 3-piece molecular cluster, C21H32BF3IO8 overall, computed with the ωB97M-V functional and the def2-TZVPD basis.

Summary:
Molar mass = 607.2 Da
Total charge = -1
Frontier orbital gap = 6.832 eV
DFT total energy = -55610.177 eV

CARTESIAN COORDINATES (ANGSTROEM)
F: -2.795 6.617 -3.676
C: -3.171 5.445 -4.307
F: -3.009 5.713 -5.653
F: -4.542 5.393 -4.140
B: -2.334 4.118 -3.790
O: -1.396 4.431 -2.673
C: -1.693 3.544 -1.629
C: -2.459 2.380 -2.302
C: -1.428 1.431 -2.938
C: -1.958 0.119 -3.513
C: -0.931 -0.995 -3.656
I: 0.922 -0.403 -4.555
C: -3.370 1.700 -1.273
C: -2.705 1.309 0.023
C: -2.793 2.121 1.148
C: -2.165 1.775 2.333
C: -1.432 0.599 2.413
C: -1.351 -0.233 1.310
C: -1.986 0.118 0.133
O: -3.223 3.061 -3.251
H: -1.695 3.698 -4.776
H: -0.805 3.252 -1.061
H: -2.412 4.023 -0.941
H: -0.923 1.970 -3.738
H: -0.667 1.205 -2.180
H: -2.403 0.301 -4.496
H: -2.749 -0.300 -2.886
H: -1.301 -1.785 -4.303
H: -0.655 -1.414 -2.690
H: -4.197 2.385 -1.078
H: -3.811 0.794 -1.699
H: -3.355 3.044 1.081
H: -2.240 2.430 3.193
H: -0.929 0.321 3.331
H: -0.794 -1.160 1.377
H: -1.928 -0.541 -0.726
C: 0.578 -4.464 7.725
C: 0.918 -3.184 6.993
O: 0.056 -2.965 5.866
C: -1.154 -2.489 6.158
O: -1.560 -2.218 7.259
O: -1.838 -2.376 5.024
C: -3.182 -1.908 5.180
H: 0.589 -5.309 7.036
H: 1.308 -4.646 8.513
H: -0.410 -4.401 8.177
H: 1.917 -3.236 6.565
H: 0.873 -2.320 7.655
H: -3.205 -0.978 5.743
H: -3.788 -2.660 5.683
H: -3.557 -1.736 4.176
C: 6.151 -0.480 -4.543
C: 5.501 0.118 -3.314
O: 4.867 -0.890 -2.510
C: 5.678 -1.617 -1.755
O: 6.874 -1.499 -1.662
O: 4.941 -2.514 -1.096
C: 5.690 -3.398 -0.263
H: 5.422 -1.060 -5.110
H: 6.540 0.314 -5.181
H: 6.975 -1.138 -4.268
H: 4.697 0.793 -3.600
H: 6.217 0.673 -2.709
H: 6.328 -2.841 0.420
H: 6.300 -4.067 -0.869
H: 4.955 -3.970 0.295



(4)
One molecule with the formula C21H32Cl2N2O2, computed with the ωB97M-V functional and the def2-TZVPD basis.

Summary:
Molar mass = 415.4 Da
Energy above the lowest of the compared OMol25 structures with the same formula, charge and spin = 0.0 kcal per mole
Frontier orbital gap = 9.035 eV
DFT total energy = -54416.815 eV
SMILES = O[C@@H](CNCC1(N2CCCCC2)CCCCC1)COc1ccc(Cl)cc1Cl

CARTESIAN COORDINATES (ANGSTROEM)
O: -2.028 -1.581 -0.941
C: -1.316 -0.407 -0.654
C: 0.087 -0.470 -1.282
N: 0.659 -1.784 -1.029
H: 1.374 -1.978 -1.721
C: 1.230 -1.935 0.300
H: 2.093 -1.265 0.448
H: 0.460 -1.652 1.021
C: 1.657 -3.393 0.604
N: 2.064 -3.546 2.005
C: 1.033 -3.397 3.016
H: 0.110 -3.871 2.691
C: 1.494 -4.063 4.313
C: 2.771 -3.403 4.816
C: 3.807 -3.431 3.700
C: 3.231 -2.797 2.434
H: 3.996 -2.811 1.660
H: 2.982 -1.742 2.650
H: 4.080 -4.465 3.484
H: 4.709 -2.893 3.999
H: 3.147 -3.919 5.702
H: 2.561 -2.367 5.093
H: 1.685 -5.120 4.117
H: 0.702 -3.990 5.061
H: 0.816 -2.333 3.227
C: 2.812 -3.825 -0.322
C: 3.240 -5.258 -0.017
C: 2.078 -6.215 -0.260
C: 0.872 -5.795 0.573
C: 0.495 -4.348 0.271
H: -0.413 -4.068 0.805
H: 0.280 -4.246 -0.794
H: 1.118 -5.889 1.631
H: 0.023 -6.448 0.357
H: 2.373 -7.234 -0.003
H: 1.811 -6.201 -1.320
H: 3.549 -5.323 1.026
H: 4.089 -5.531 -0.648
H: 3.663 -3.148 -0.244
H: 2.460 -3.780 -1.354
H: -0.015 -0.351 -2.364
H: 0.697 0.358 -0.894
C: -2.113 0.780 -1.199
O: -1.412 1.958 -0.864
C: -1.909 3.152 -1.258
C: -3.100 3.346 -1.950
C: -3.516 4.619 -2.304
C: -2.744 5.715 -1.969
C: -1.550 5.555 -1.279
C: -1.144 4.282 -0.931
Cl: 0.333 4.054 -0.079
H: -0.945 6.407 -1.016
Cl: -3.259 7.302 -2.409
H: -4.442 4.752 -2.841
H: -3.715 2.502 -2.218
H: -2.214 0.679 -2.287
H: -3.113 0.773 -0.748
H: -1.224 -0.279 0.437
H: -1.357 -2.282 -1.000



Which formula does entry 3 have?
C21H32BF3IO8



Which formula does entry 2 have?
C21H32BCl20NbO4P



The lowest DFT total energy belongs to which entry?
C21H32BCl20NbO4P